Formula: C26H28N5PSSn
Source: OMol25
Level of theory: ωB97M-V/def2-TZVPD

Output
Molar mass ... 592.30 g mol⁻¹
Total charge ... +4
HOMO-LUMO gap (alpha / beta) ... 4.7 / 4.7 eV
LUMO energy (alpha / beta) ... -15.41 / -15.42 eV
ΔE to the lowest compared entry with this formula, charge and spin ... 156.5 kcal/mol

The geometry in XYZ format:
```
62
Properties=species:S:1:pos:R:3:nbo_charge:R:1
Sn -0.294 -0.875 2.111 1.468
C -1.795 1.194 3.966 -0.239
C -0.580 0.801 4.539 -0.277
C 0.625 1.346 4.074 -0.237
C 0.613 2.270 3.035 -0.231
C -0.598 2.671 2.479 -0.124
C -1.800 2.135 2.944 -0.211
H -2.730 0.851 4.392 0.261
H -0.580 0.158 5.412 0.265
H 1.547 1.141 4.604 0.258
H 1.535 2.745 2.722 0.250
H -0.616 3.469 1.746 0.232
H -2.742 2.516 2.569 0.251
N 1.969 0.294 -1.427 -0.859
P 0.361 0.019 -1.625 1.641
C 0.159 -0.606 -3.225 -0.470
C 1.225 -1.297 -3.871 -0.080
C 1.083 -1.665 -5.182 -0.206
C -0.152 -1.467 -5.832 0.033
C -1.220 -0.819 -5.189 -0.197
C -1.090 -0.415 -3.888 -0.103
C -0.532 1.562 -1.369 -0.306
C 0.061 2.694 -1.952 -0.193
C -0.724 3.827 -2.076 -0.173
C -2.029 3.852 -1.586 -0.092
C -2.581 2.728 -0.969 -0.180
C -1.827 1.575 -0.846 -0.218
C 2.764 0.221 -0.254 0.331
C 4.125 0.464 -0.405 -0.220
C 4.957 0.331 0.692 -0.096
C 4.397 -0.036 1.904 -0.189
C 3.026 -0.229 1.961 0.047
N 2.199 -0.116 0.914 -0.538
H 2.531 0.323 -2.274 0.459
H 2.146 -1.531 -3.350 0.228
H 1.905 -2.137 -5.706 0.281
H -0.293 -1.873 -6.828 0.278
H -2.149 -0.653 -5.719 0.282
H -1.915 0.078 -3.387 0.249
H 1.071 2.692 -2.336 0.248
H -0.309 4.694 -2.576 0.279
H -2.616 4.757 -1.670 0.275
H -3.598 2.748 -0.600 0.264
H -2.258 0.698 -0.378 0.229
H 4.532 0.754 -1.368 0.254
H 6.022 0.503 0.599 0.281
H 5.010 -0.176 2.785 0.277
H 2.562 -0.511 2.902 0.206
N 0.876 -2.869 0.370 -0.678
N 0.718 -3.146 1.776 -0.746
H 0.636 -3.690 -0.183 0.400
H 1.856 -2.672 0.194 0.390
H 1.556 -3.544 2.201 0.418
H -0.013 -3.846 1.886 0.416
S -4.432 -3.435 2.602 0.686
C -4.100 -3.221 0.941 -0.403
C -2.979 -2.483 0.774 -0.081
N -2.382 -2.085 1.956 -0.690
C -3.067 -2.532 2.995 -0.167
H -4.738 -3.642 0.179 0.296
H -2.544 -2.201 -0.174 0.214
H -2.785 -2.339 4.021 0.258
```